Here is 2 unconnected molecules or ions with the total composition C22H28NO from the Open Molecules 2025 dataset. Energies are from ωB97M-V with the def2-TZVPD basis set.

Calculated values
Gap between HOMO and LUMO in Ha: 0.18228
Energy above the lowest of the compared OMol25 structures with the same formula, charge and spin in kJ/mol: 128.1
Total charge: +1
E_HOMO in eV: -10.330

The geometry in XYZ format:
```
52
C22H28NO | the Open Molecules 2025 dataset | ωB97M-V with the def2-TZVPD basis set
C 4.096 2.329 2.994
H -1.805 -1.144 -1.714
C 0.777 0.577 -2.289
C 0.342 0.571 -0.938
H 2.746 -0.589 -0.386
C 0.445 -3.099 0.044
H -3.876 0.785 3.838
C -1.201 -2.025 -1.483
C 2.478 0.214 0.303
H 3.644 0.638 -4.171
H 2.843 1.145 -1.895
N -2.228 -0.750 1.291
C -1.091 -1.466 1.040
C 0.317 -0.073 -4.599
H -4.070 -1.657 0.806
C 1.747 2.237 2.094
C -3.414 -0.837 0.448
H -1.810 -2.920 -1.708
H 1.188 -3.054 -0.762
H -0.391 -2.053 -2.225
H 5.101 2.118 2.616
H -0.390 -0.440 -5.348
C -4.157 0.485 0.576
H -3.525 1.307 0.178
C -0.636 -2.070 -0.111
H -5.110 0.439 0.021
C 1.692 -0.009 -4.887
H -2.786 1.653 2.695
H -0.203 2.171 1.139
H 0.971 -2.971 0.995
H -1.599 -0.352 3.262
H -0.461 -1.548 1.931
H -1.218 0.409 -3.160
C -0.145 0.322 -3.354
H -3.154 -1.026 -0.591
C 2.589 0.490 -3.930
C -3.405 0.748 2.843
C -2.531 -0.490 2.709
C 1.207 0.842 0.169
H -0.736 0.629 -0.762
H -3.084 -1.349 3.130
H 4.377 0.207 1.334
H 1.468 3.008 2.823
H 4.005 3.419 3.068
C 3.060 1.737 2.089
O -4.513 0.740 1.936
H 2.056 -0.314 -5.867
C 3.386 0.661 1.250
C 0.818 1.776 1.172
C 2.144 0.781 -2.649
H 4.014 1.919 4.008
H 0.031 -4.120 0.027
```


Here is a molecular structure, C10H24ClO2P2Ti from the Open Molecules 2025 dataset. Energies are from ωB97M-V with the def2-TZVPD basis set.

Calculated values
Gap between HOMO and LUMO (alpha / beta) in Ha: 0.19039 / 0.28239
Energy above the lowest of the compared OMol25 structures with the same formula, charge and spin in kJ/mol: 0.0
<S²>: 0.755
Total charge: +2
E_HOMO (alpha / beta) in eV: -13.612 / -16.142
Multiplicity: 2

The geometry in XYZ format:
```
40
C10H24ClO2P2Ti | the Open Molecules 2025 dataset | ωB97M-V with the def2-TZVPD basis set
H 3.366 0.405 0.999
C -1.298 0.206 -3.084
C 1.498 1.149 3.282
Cl 0.520 2.656 -0.235
H -1.491 2.202 2.015
C -3.333 -0.917 -1.391
O 1.751 -2.320 -1.724
H 2.934 -1.289 0.669
C -2.950 1.930 -1.505
C -1.710 1.159 1.735
H -2.251 2.767 -1.636
H 0.033 -1.419 3.711
H -2.739 1.097 1.356
C 0.903 -1.642 3.079
H -3.639 1.875 -2.358
H -3.984 -0.829 -2.273
H -0.487 0.937 -3.205
H -2.871 -1.913 -1.369
H -2.070 0.394 -3.846
H 1.767 -1.876 3.715
Ti -0.313 0.656 0.337
H 2.560 0.187 -3.335
H -1.585 0.519 2.618
P 1.269 -0.174 2.067
P -2.038 0.359 -1.432
C -0.289 -1.433 -0.042
H -3.932 -0.780 -0.483
C 2.430 -1.488 -2.158
H 3.572 -0.839 2.281
O -0.426 -2.592 -0.159
H 2.276 0.836 3.986
H -0.886 -0.802 -3.218
H 3.788 0.019 -1.999
H -3.515 2.082 -0.577
H 3.939 -1.006 -3.501
H 1.793 2.078 2.781
C 2.943 -0.509 1.439
H 0.672 -2.497 2.433
C 3.231 -0.516 -2.795
H 0.561 1.325 3.823
```


Here is 2 unconnected molecules or ions with the total composition C4H15N2O from the Open Molecules 2025 dataset. Energies are from ωB97M-V with the def2-TZVPD basis set.

Calculated values
Gap between HOMO and LUMO in Ha: 0.41580
Energy above the lowest of the compared OMol25 structures with the same formula, charge and spin in kJ/mol: 129.5
Total charge: +1
E_HOMO in eV: -13.901

The geometry in XYZ format:
```
22
C4H15N2O | the Open Molecules 2025 dataset | ωB97M-V with the def2-TZVPD basis set
C -0.257 1.607 -1.304
H -2.610 -0.272 1.857
H -0.954 1.234 0.595
H 1.587 -2.487 -2.943
N -1.612 -0.154 1.907
H 1.397 0.548 1.325
O 1.562 -2.137 -2.039
H -1.264 0.067 2.825
N -0.158 0.940 0.003
H 0.988 2.261 1.259
H -0.551 2.644 -1.174
H -0.735 -0.858 -0.924
H 1.888 1.613 -0.098
H -0.999 1.153 -1.998
C -0.854 -1.191 1.187
H 1.724 -2.899 -1.482
C 1.163 1.364 0.653
C -0.172 -0.537 -0.057
H 0.633 1.651 -1.960
H -0.163 -1.662 1.850
H 0.854 -0.893 -0.251
H -1.465 -1.993 0.768
```


Here is 2 unconnected molecules or ions with the total composition H4O2 from the Open Molecules 2025 dataset. Energies are from ωB97M-V with the def2-TZVPD basis set.

Calculated values
Gap between HOMO and LUMO in Ha: 0.42851
Structure (SMILES): O.O
Energy above the lowest of the compared OMol25 structures with the same formula, charge and spin in kJ/mol: 34.6
Total charge: 0
E_HOMO in eV: -11.068

The geometry in XYZ format:
```
6
H4O2 | the Open Molecules 2025 dataset | ωB97M-V with the def2-TZVPD basis set
H 0.236 0.889 1.339
O 0.640 -0.013 1.176
H -0.077 -0.531 1.544
H -0.518 -0.160 -0.536
O -0.543 -0.201 -1.552
H 0.264 0.016 -1.971
```


Here is a gas-phase ion, C4H12N2S (charge +1) from the Open Molecules 2025 dataset. Energies are from ωB97M-V with the def2-TZVPD basis set.

Calculated values
Gap between HOMO and LUMO (alpha / beta) in Ha: 0.33569 / 0.14711
Energy above the lowest of the compared OMol25 structures with the same formula, charge and spin in kJ/mol: 139.2
<S²>: 0.755
Total charge: +1
E_HOMO (alpha / beta) in eV: -12.379 / -12.314
Multiplicity: 2

The geometry in XYZ format:
```
19
C4H12N2S | the Open Molecules 2025 dataset | ωB97M-V with the def2-TZVPD basis set
H -1.070 -0.122 1.000
C 0.934 -0.226 1.743
C -0.803 -1.133 -1.426
H -0.903 -2.192 -1.711
C -0.064 0.014 0.618
H -0.203 2.157 0.832
H -1.791 -0.797 -1.078
H 0.426 1.591 3.148
C 0.052 1.424 0.063
H -1.223 0.039 -3.147
H 1.195 -1.284 1.821
H 0.486 -1.875 -0.081
N 0.232 -0.975 -0.463
H 0.521 -0.108 -2.676
H 1.889 0.259 1.560
H 1.067 1.665 -0.263
S 0.360 0.275 3.387
N -0.475 -0.331 -2.556
H -0.629 1.619 -0.773
```


Here is 8 unconnected molecules or ions with the total composition C27H60ClO19S5 from the Open Molecules 2025 dataset. Energies are from ωB97M-V with the def2-TZVPD basis set.

Calculated values
Gap between HOMO and LUMO in Ha: 0.27632
Total charge: -1
E_HOMO in eV: -5.911

The geometry in XYZ format:
```
112
C27H60ClO19S5 | the Open Molecules 2025 dataset | ωB97M-V with the def2-TZVPD basis set
H -4.488 6.985 5.170
C 2.881 -3.321 6.776
H 3.828 9.167 1.747
C 1.966 -3.561 7.913
S -6.568 4.389 2.223
Cl 1.106 2.132 1.361
H 2.386 -3.628 5.854
H 3.744 -3.987 6.791
H -3.327 5.022 -7.189
H -5.020 2.777 1.128
H 4.169 -1.332 -3.880
C -4.804 -6.347 -5.184
O -7.448 4.692 1.054
H -1.753 5.812 -6.788
O -0.062 4.084 -9.782
H 3.978 -1.667 5.794
O -5.277 5.565 2.207
C 6.178 9.297 0.460
O -2.566 -1.971 -4.919
H 8.357 9.324 0.707
C -0.961 -4.667 2.826
O 2.115 3.117 0.999
C -2.511 5.096 -6.470
C -4.475 5.826 3.385
O 0.064 2.025 0.337
O 1.835 -4.057 -7.257
O -2.474 3.567 -9.235
C 3.088 9.194 0.948
H 0.882 -4.015 10.818
S -3.476 -2.769 -4.096
H 2.303 -2.921 8.729
C -5.564 2.745 2.073
C -1.713 3.836 -6.413
C 0.002 -5.433 2.124
O -7.186 4.402 3.576
O 3.073 9.342 -1.803
H -4.851 2.631 2.889
H 4.013 -6.247 -7.165
C -0.740 1.585 -9.002
H 1.760 -5.626 10.994
C 4.098 -2.419 -3.918
C 3.373 -1.856 6.682
C 0.687 -5.408 9.147
S -1.073 3.368 -9.031
H -0.212 -4.950 8.734
H 3.922 -1.456 7.535
H 4.554 -4.573 -6.776
H -1.594 -2.863 -2.662
H -1.606 1.167 -8.489
H -6.256 1.912 2.191
H 2.536 -1.199 6.446
H -5.039 7.905 3.739
C 2.966 -2.663 -4.969
H 7.565 9.376 -1.047
H -2.444 -7.063 4.548
C -5.067 6.941 4.248
H -4.031 -5.567 -3.312
H 0.727 -4.946 1.489
H -1.029 -3.591 2.755
C -2.523 -3.432 -2.633
H 3.468 -2.629 -5.936
H 0.087 -5.488 11.254
H 5.874 8.654 1.286
H -4.951 -5.939 -6.184
O -3.823 -4.195 -4.860
H -3.507 6.217 3.071
H 2.735 8.189 0.715
H -3.093 -3.299 -1.713
H 1.016 -3.122 7.607
C -1.730 -6.620 3.869
O -0.723 3.725 -7.407
C 3.977 -5.434 -6.440
O 1.831 0.877 1.377
H -5.662 -6.910 -4.818
C -4.561 -5.122 -4.154
H -4.007 -7.081 -5.309
H -5.512 -4.679 -3.859
H 0.488 -6.466 8.975
C -0.992 -7.357 3.040
H -4.316 4.854 3.851
O 0.552 2.573 2.647
S 3.895 9.799 -0.665
O -4.698 -2.196 -3.483
O 5.333 8.956 -0.660
H 7.623 7.945 -0.045
H -1.403 3.633 -5.388
O 1.384 -6.052 -5.759
H 2.198 9.760 1.226
H 2.078 -5.697 7.466
H -2.912 5.536 -5.557
H -2.529 3.125 -6.544
H 5.050 -2.903 -4.133
H -0.787 1.213 -10.026
H -6.100 6.673 4.472
S 2.231 -4.941 -6.107
H 2.801 -5.480 8.918
H 3.848 -2.838 -2.943
H 6.011 10.321 0.794
H -1.036 -8.435 3.084
C 0.885 -5.088 10.628
H 2.159 -1.933 -4.893
H -2.214 -4.476 -2.603
C -1.723 -5.245 3.804
H -2.516 -4.711 4.307
C -0.066 -6.835 2.169
O 2.404 -3.985 -4.777
H 0.531 -7.427 1.492
H 0.179 1.425 -8.439
C 1.958 -5.079 8.356
H 4.422 -5.798 -5.514
O 4.234 11.211 -0.555
C 7.591 9.034 -0.012
```


Here is 13 unconnected molecules or ions with the total composition C22H23BCl48O5 from the Open Molecules 2025 dataset. Energies are from ωB97M-V with the def2-TZVPD basis set.

Calculated values
Gap between HOMO and LUMO in Ha: 0.34603
Energy above the lowest of the compared OMol25 structures with the same formula, charge and spin in kJ/mol: 0.0
Total charge: 0
E_HOMO in eV: -9.437

The geometry in XYZ format:
```
99
C22H23BCl48O5 | the Open Molecules 2025 dataset | ωB97M-V with the def2-TZVPD basis set
Cl 4.800 -1.244 3.971
H 2.748 -0.174 1.817
C 4.209 2.729 1.891
Cl -0.591 -2.206 -1.287
H 0.218 -0.404 2.844
Cl -2.713 0.177 4.171
C 0.291 -6.270 -7.820
C -3.678 -0.627 5.415
Cl -3.811 2.018 1.972
C 5.556 3.145 2.498
Cl -0.790 -1.391 -8.633
Cl -3.822 -6.831 -1.651
H 2.250 6.072 3.538
Cl -2.559 -0.157 -1.760
O 5.013 1.795 -0.342
Cl -4.654 1.898 -0.785
Cl -5.624 4.020 0.922
Cl 0.958 7.451 1.190
Cl -0.530 -0.655 -3.737
Cl -1.874 7.459 0.677
C 4.928 -2.286 5.385
C 7.075 1.088 2.268
O -0.229 1.530 2.393
Cl -6.197 -4.594 -11.567
H 3.813 5.490 4.185
O 7.956 3.316 2.506
Cl -0.055 8.474 -1.311
Cl -1.310 -8.249 -1.567
Cl -11.081 1.436 4.674
Cl -3.996 -2.293 4.920
C 3.381 3.704 -0.615
Cl 1.417 -5.293 -8.764
H 2.539 3.098 -0.987
H 4.672 0.908 -0.264
C -2.138 -6.815 -2.181
Cl -8.501 1.805 5.893
C 6.857 2.556 1.957
Cl 1.488 -5.535 -3.921
H 6.304 0.470 1.807
Cl -0.585 -5.237 -6.689
Cl 4.241 -5.050 -3.184
Cl 2.286 -2.913 -3.068
O 3.427 4.992 2.207
Cl -1.338 -5.369 -1.571
Cl -6.230 -2.824 2.509
Cl -8.440 -1.726 1.017
H 2.961 4.574 -0.121
Cl -2.617 -2.605 -3.290
H 6.942 2.703 0.882
H 7.713 3.603 3.384
Cl 1.192 -7.496 -6.923
Cl -0.145 5.645 -0.766
C 0.399 0.590 3.264
H 3.770 6.819 3.011
Cl 6.266 -1.740 6.398
Cl -6.501 -3.732 -8.838
Cl -3.060 -3.124 -9.059
H 0.242 2.362 2.438
Cl -7.487 -4.377 0.425
Cl -2.863 3.977 0.119
Cl -2.079 -6.812 -3.947
O 3.999 1.349 2.277
H -0.120 0.621 4.224
C 3.129 3.641 2.506
Cl 2.174 -5.065 -1.168
H 5.495 2.863 3.563
Cl -0.858 -7.060 -8.902
C 2.560 -4.640 -2.842
H 2.105 1.396 1.396
Cl 5.211 -3.953 4.880
C -6.794 -5.051 -9.969
C -4.248 2.976 0.557
H 3.936 4.002 -1.508
C 1.886 0.833 3.482
B 4.224 2.751 0.281
Cl -8.798 2.103 3.042
Cl -5.865 -2.089 -0.241
C 2.668 0.862 2.169
H 2.006 1.756 4.054
C 3.302 5.877 3.298
C -1.568 -1.400 -2.522
Cl -3.456 -0.299 -8.653
Cl -8.523 -5.391 -10.059
Cl -8.998 -0.504 4.221
Cl 3.421 -2.203 6.311
Cl -5.936 -6.494 -9.416
H 5.651 4.228 2.447
C -7.009 -2.752 0.927
Cl -2.781 -0.629 6.934
Cl -5.207 0.226 5.623
H 2.137 3.421 2.092
Cl -2.602 -1.964 -6.460
H 7.098 0.916 3.345
H 8.034 0.782 1.841
C -9.344 1.207 4.459
H 3.115 3.487 3.591
C -0.282 7.261 -0.051
C -2.475 -1.697 -8.203
H 2.265 0.016 4.096
```


Here is a gas-phase ion, CHN8O4 (charge -1) from the Open Molecules 2025 dataset. Energies are from ωB97M-V with the def2-TZVPD basis set.

Calculated values
Gap between HOMO and LUMO (alpha / beta) in Ha: 0.29348 / 0.29343
Structure (SMILES): O=NN(O)n1nnnc1N=[N+]([O-])[O-]
Energy above the lowest of the compared OMol25 structures with the same formula, charge and spin in kJ/mol: 0.0
Total charge: -1
E_HOMO (alpha / beta) in eV: -5.361 / -5.361

The geometry in XYZ format:
```
14
CHN8O4 | the Open Molecules 2025 dataset | ωB97M-V with the def2-TZVPD basis set
N -1.537 1.573 -2.955
N -0.852 0.494 -3.311
N 1.498 1.885 0.920
N 0.250 1.261 0.022
N -1.254 1.971 -1.793
C -0.073 0.172 -2.291
O -0.467 0.473 0.890
O 0.327 -1.670 -0.353
N 1.144 -1.531 -1.292
O 2.184 -2.171 -1.327
N -0.347 1.110 -1.308
H -0.290 -0.477 0.624
N 0.881 -0.748 -2.284
O 1.399 1.478 2.007
```


Here is a molecular structure, C25H19Br2N6OOs from the Open Molecules 2025 dataset. Energies are from ωB97M-V with the def2-TZVPD basis set.

Calculated values
Gap between HOMO and LUMO (alpha / beta) in Ha: 0.27505 / 0.22123
Energy above the lowest of the compared OMol25 structures with the same formula, charge and spin in kJ/mol: 4.6
<S²>: 6.039
Total charge: +3
E_HOMO (alpha / beta) in eV: -16.722 / -17.146
Multiplicity: 5

The geometry in XYZ format:
```
54
C25H19Br2N6OOs | the Open Molecules 2025 dataset | ωB97M-V with the def2-TZVPD basis set
C 0.443 -3.516 2.532
C 3.870 3.278 2.522
H -2.997 3.456 -1.492
H 2.935 -2.606 -2.688
C 3.280 0.784 1.258
H -5.905 -1.151 -2.721
C -3.111 -3.081 -2.329
H 2.770 -4.261 -0.842
C -2.895 1.303 -1.327
Br -1.290 -1.803 3.957
C 2.329 -2.406 -1.815
C 2.404 1.862 1.177
H -3.008 2.824 0.155
C -4.888 -1.428 -2.480
C -2.580 2.687 -0.840
H 5.149 0.165 2.074
N -1.090 2.812 -0.737
H 3.076 -0.159 0.770
C -4.436 -2.723 -2.628
N -4.066 0.864 -1.757
C -3.959 -0.509 -2.013
C -2.194 -2.157 -1.868
C 2.236 -3.322 -0.790
N 1.638 3.929 1.500
H -5.117 -3.480 -2.990
O -0.649 -0.265 1.386
H -2.804 -4.109 -2.469
H 0.323 -4.185 3.373
H -1.172 -2.442 -1.657
C 1.633 -1.203 -1.728
C 4.729 2.201 2.606
C 1.253 -3.894 1.470
H -1.271 3.758 1.147
H 1.556 4.891 1.803
C 0.774 -1.802 0.341
C -0.579 3.763 0.302
H -0.746 3.134 -1.643
H 4.098 4.224 2.993
H 1.693 -0.470 -2.522
H 5.651 2.306 3.161
C 2.706 3.072 1.795
N 1.167 2.007 0.529
Os -0.210 0.899 -0.478
C -0.076 -1.390 1.441
N 0.873 -0.909 -0.673
H -0.529 4.782 -0.084
N -1.988 0.312 -1.272
C 4.439 0.976 1.984
Br 2.097 -5.533 1.533
C -2.645 -0.852 -1.707
C 1.439 -3.027 0.328
C 0.762 3.268 0.761
H -4.900 1.421 -1.885
C -0.216 -2.296 2.540
```